Entry 1:
Computed, not measured: C7H4O as an isolated structure in a non-equilibrium geometry, with ωB97M-V/def2-TZVPD.

```
12
Properties=species:S:1:pos:R:3:forces:R:3:lowdin_charge:R:1
C -3.609 0.012 0.153 3.0 0.5 0.1 -0.20
H 3.750 -1.157 -0.640 -0.9 1.3 -0.6 0.10
C 1.500 -0.686 -0.118 -1.0 3.0 0.5 0.03
C -2.223 0.121 0.200 -0.8 -0.8 0.3 -0.04
C -4.768 0.046 -0.095 -6.2 3.5 -2.7 0.04
C -1.021 0.042 0.204 1.3 -0.4 0.0 -0.04
H 3.202 -1.064 0.962 0.2 1.6 -1.0 0.12
C 0.350 -0.220 0.138 2.7 -1.8 -1.2 -0.06
O 3.420 1.020 0.060 -5.8 -1.1 -1.4 -0.24
H -5.836 0.779 -0.645 3.9 -3.3 2.3 0.20
C 3.065 -0.502 -0.048 -1.7 0.1 2.7 -0.22
H 2.170 1.608 -0.172 5.4 -2.7 1.0 0.30
```
Positions in Å, forces in eV/Å.

Calculated values
- Energy relative to the best compared isomer or geometry (same formula, charge and spin): 621.0 kJ/mol
- Molar mass: 104.1 g/mol
- HOMO-LUMO gap: 0.317 Eh
- Spin multiplicity: 1

=====

Entry 2:
Computed, not measured: a 2-piece molecular cluster, C3H10NS overall in a non-equilibrium geometry, with ωB97M-V/def2-TZVPD.

```
15
Properties=species:S:1:pos:R:3:forces:R:3:lowdin_charge:R:1
H 0.032 -0.026 -1.725 -0.3 -0.5 0.2 0.08
S -2.044 -1.991 0.637 -0.2 -0.1 0.1 -0.05
N -0.663 1.880 -1.101 1.1 -0.9 0.0 -0.03
C 0.149 0.619 -0.858 -0.5 1.4 0.0 -0.33
C -0.908 -2.116 2.083 -1.0 0.2 -0.3 -0.73
H -0.651 -1.098 2.363 0.6 0.1 0.1 -0.04
H -0.351 2.047 -2.053 -0.6 0.7 -0.1 0.04
H -1.649 1.648 -1.133 0.0 -0.2 0.0 0.04
H -0.055 -2.712 1.766 0.2 0.1 0.5 -0.03
H 2.010 0.917 0.251 0.0 -0.8 -0.2 0.06
C 1.631 0.967 -0.779 0.4 0.1 0.8 -0.13
H -0.194 0.111 0.042 -0.1 -0.1 -0.3 0.04
H 2.126 0.310 -1.484 0.7 -0.2 0.4 0.05
H -1.412 -2.533 2.972 0.3 -0.2 -0.4 -0.02
H 1.979 1.976 -0.982 -0.7 0.5 -0.8 0.05
```
Positions in Å, forces in eV/Å.

Calculated values
- Energy relative to the best compared isomer or geometry (same formula, charge and spin): 127.0 kJ/mol
- Molar mass: 92.2 g/mol
- Net charge: -1
- HOMO-LUMO gap: 0.220 Eh
- Spin multiplicity: 1

=====

Entry 3:
Computed, not measured: C28H32F4N9SZr as an isolated structure in a non-equilibrium geometry, with ωB97M-V/def2-TZVPD.

```
75
Properties=species:S:1:pos:R:3:forces:R:3:lowdin_charge:R:1
C 0.116 0.384 4.351 0.1 0.1 0.3 -0.11
H -0.113 -2.641 2.032 0.0 0.0 0.0 0.12
H -5.067 -0.143 0.627 0.0 0.0 0.0 0.18
H 0.554 -2.986 4.388 0.0 0.0 0.0 0.13
H -3.154 -1.321 1.291 0.0 0.0 0.0 0.13
H 1.818 1.684 1.456 0.0 0.1 0.0 0.11
H -1.138 4.978 3.418 0.0 0.0 0.0 0.15
N -1.062 1.811 1.175 0.3 -0.1 0.1 -0.01
C -2.197 -3.963 -2.066 -0.1 -0.1 -0.1 -0.20
N 1.536 0.490 -0.229 0.2 0.0 -0.1 -0.19
C -1.534 -5.063 -2.571 -0.1 0.0 -0.1 0.12
C -0.193 -5.190 -2.270 0.2 -0.1 0.0 -0.18
F -2.124 -1.944 -0.793 0.0 0.0 0.0 -0.08
C -0.663 2.871 3.322 0.0 0.2 0.3 -0.12
H -5.023 1.332 -2.540 0.0 0.0 0.0 0.13
H -6.026 0.794 -1.246 0.0 0.0 0.0 0.15
C -0.221 2.751 4.685 -0.1 0.1 -0.1 0.03
C 0.436 -0.893 4.852 0.0 0.0 0.1 0.06
H -1.838 3.002 -0.306 0.0 0.0 0.0 0.07
N -4.148 0.005 0.228 0.1 0.0 0.2 -0.02
N -3.035 -0.348 1.009 0.2 -0.1 0.0 -0.01
N 2.346 -0.301 -3.825 0.0 0.1 0.0 0.06
C -1.519 2.974 0.726 0.1 0.0 -0.1 -0.14
C 1.534 0.578 -1.724 -0.1 0.0 0.0 -0.27
N -0.354 -0.608 2.192 0.3 0.1 0.3 -0.03
H 3.330 -0.597 -2.013 0.0 -0.1 0.0 0.13
C -1.486 -3.068 -1.312 -0.3 0.0 0.0 -0.12
H 1.074 0.253 -5.424 0.0 0.0 0.0 0.14
H -3.036 0.224 1.852 0.0 0.0 0.0 0.12
H 4.596 1.135 -3.262 0.0 0.0 0.0 0.10
H 4.120 1.726 -1.685 0.0 0.0 0.0 0.08
H 0.690 3.088 -0.589 -0.1 0.0 0.0 0.06
H -2.043 -5.803 -3.175 0.0 0.0 0.0 0.16
C -0.281 0.484 3.019 -0.1 -0.2 -0.3 -0.16
C 1.713 3.066 -0.216 0.0 0.1 0.0 -0.05
C -4.002 0.584 -0.967 0.0 0.1 -0.2 -0.73
H 3.096 -0.406 -4.491 0.0 0.0 0.0 0.15
H 0.482 1.459 6.208 0.0 0.0 0.0 0.14
H 2.266 -2.247 -1.070 0.0 0.0 0.0 0.12
H 3.226 2.243 -3.133 0.0 0.0 0.0 0.10
C 1.827 -2.020 -0.095 0.0 -0.1 0.0 -0.18
H 0.667 -1.168 -2.273 -0.1 0.0 0.0 0.11
N -5.096 0.944 -1.612 0.1 0.0 0.0 0.17
H -1.962 5.045 1.064 0.0 0.0 0.0 0.13
S -2.473 0.855 -1.703 0.0 -0.1 0.1 0.76
H 2.371 3.338 -1.041 0.0 0.0 0.0 0.08
H 0.750 -0.999 5.884 0.0 0.0 0.0 0.15
F 0.487 -6.229 -2.719 0.0 0.0 0.0 0.16
H 1.802 3.847 0.538 0.0 0.0 0.0 0.10
F 1.784 -4.507 -1.216 0.0 0.0 0.0 0.12
C 0.158 1.558 5.179 0.0 -0.2 0.0 0.03
C 2.103 1.738 0.406 0.0 -0.2 0.1 -0.19
C 0.499 -4.265 -1.491 0.2 -0.2 0.0 -0.13
C 2.294 -0.659 0.374 0.0 0.1 -0.1 -0.15
Zr -0.681 -0.257 -0.083 -1.2 0.1 0.1 1.72
C 1.130 0.089 -4.354 0.1 0.0 -0.1 -0.08
C -0.052 -1.802 2.710 -0.1 0.1 -0.1 -0.09
C 0.334 -1.988 4.034 0.0 0.0 0.0 0.01
C 3.732 1.402 -2.654 0.1 0.1 0.0 -0.01
C -1.127 4.092 2.793 0.0 0.0 0.1 0.06
H 1.285 1.609 -1.962 0.0 0.0 0.0 0.13
H 2.174 -0.554 1.451 0.0 0.0 0.0 0.12
N 0.362 -2.085 -0.199 -0.2 -0.1 -0.3 -0.19
N 0.348 -0.200 -2.179 0.2 0.2 -0.3 -0.12
C 2.795 0.210 -2.516 0.0 -0.1 0.0 -0.29
F -3.488 -3.742 -2.293 0.1 0.0 0.0 0.14
H 3.188 1.631 0.377 0.0 0.1 0.1 0.12
H 3.360 -0.555 0.167 0.0 0.0 0.0 0.14
H 2.231 -2.763 0.596 0.0 -0.1 0.0 0.14
C -1.577 4.134 1.502 0.0 0.0 -0.1 0.01
C -0.663 1.757 2.484 -0.1 -0.1 -0.2 -0.18
H -0.934 0.470 -3.858 0.0 0.0 0.0 0.06
C 0.060 0.190 -3.564 0.1 0.0 0.2 -0.13
H -0.213 3.637 5.307 0.0 0.0 0.0 0.14
C -0.152 -3.148 -0.980 0.4 0.4 0.3 -0.17
```
Positions in Å, forces in eV/Å.

Calculated values
- Molar mass: 693.9 g/mol
- Net charge: +3
- HOMO-LUMO gap: 0.257 Eh
- Spin multiplicity: 1